w | An isolated ion of composition C8H13N2O2 and charge +1. Source: the Open Molecules 2025 dataset; level of theory: ωB97M-V with the def2-TZVPD basis set.

Atoms and positions in Å:
C 0.84696 2.03353 0.38229
C 0.85023 0.50939 0.26838
C 1.33428 -0.03255 1.59218
C 1.62325 0.10132 -1.01985
C 0.19177 -0.00857 -1.63018
C -0.52512 0.09115 -0.31103
O -1.67684 0.99007 -0.20061
C -2.77551 0.35278 0.10756
O -3.81070 0.90248 0.12682
N -2.40231 -1.08156 0.32431
C -1.07337 -1.27843 0.07619
N -0.48842 -2.44315 -0.14518
H 0.10591 2.43923 0.96036
H 0.65716 2.57422 -0.57589
H 1.82809 2.39373 0.79241
H 0.56786 0.01344 2.45203
H 2.36135 0.52746 1.93947
H 1.54957 -1.09170 1.40454
H 2.29437 -0.78159 -1.10765
H 2.12569 1.00401 -1.39064
H 0.11381 0.88863 -2.14004
H -0.17301 -0.73466 -2.36593
H -3.15658 -1.73182 0.49284
H 0.46877 -2.37567 -0.14769
H -0.83724 -3.26174 0.11532

For the HOMO-LUMO gap, the calculation gives 10.42 eV. As for the spin multiplicity: 1. As for the molecular weight: 169.2 g/mol. The total charge is +1. Its HOMO energy is -14.83 eV.



x | An isolated ion of composition C8H13N2O2 and charge +1. Source: the Open Molecules 2025 dataset; level of theory: ωB97M-V with the def2-TZVPD basis set.

Atoms and positions in Å:
C 3.22499 0.86966 0.30235
C 1.80287 0.93344 -0.08646
O 1.15773 1.85919 -0.55910
C 1.21472 -0.46336 -0.01712
C 1.74886 -1.73110 -0.12927
N 0.88814 -2.69373 -0.10062
O -0.28608 -2.08987 0.01318
C -0.10611 -0.80029 -0.04002
N -1.36181 -0.03815 -0.02555
C -1.37761 0.74553 -1.32375
C -1.37609 0.92930 1.00289
C -2.51941 -0.97086 0.20013
H 3.75770 0.00815 0.58711
H 3.28244 1.54803 1.17625
H 3.79976 1.24547 -0.52938
H 2.74842 -2.11737 -0.10219
H -1.61813 0.07435 -2.20554
H -2.17708 1.48082 -1.19898
H -0.43517 1.21869 -1.40519
H -2.33154 1.36318 1.34829
H -0.88393 0.59391 1.91475
H -0.70151 1.72094 0.65319
H -2.74995 -1.25941 1.19079
H -3.36937 -0.55642 -0.23067
H -2.33187 -1.87009 -0.43507

For the HOMO-LUMO gap, the calculation gives 10.61 eV. As for the spin multiplicity: 1. As for the molecular weight: 169.2 g/mol. The total charge is +1. Its HOMO energy is -14.36 eV.



Which one is most stable, and which one is least stable? w is the most stable of them, while x is the least stable.



w | A 2-piece molecular cluster, C2H10NS overall. Source: the Open Molecules 2025 dataset; level of theory: ωB97M-V with the def2-TZVPD basis set.

Atoms and positions in Å:
N -2.31440 0.28549 -0.63951
H -1.37559 -0.16832 -0.92799
H -2.58343 0.29255 0.37975
H -2.21287 1.29793 -0.77989
H -3.19518 0.08007 -1.13826
C 0.80143 -1.16780 0.58423
C 1.79234 -0.00897 0.24783
S 1.03176 1.66320 0.74876
H -0.16325 -0.98557 0.10630
H 0.58959 -1.23874 1.67906
H 1.37845 -1.99275 0.24951
H 2.75470 -0.13387 0.77119
H 1.93720 -0.02380 -0.90459
H 1.55926 2.10057 -0.37639

For the HOMO-LUMO gap (alpha / beta), the calculation gives 4.84 / 9.93 eV. As for the spin multiplicity: 2. As for the molecular weight: 80.2 g/mol. Its HOMO energy (alpha / beta) is -4.04 / -9.35 eV.



x | A 2-piece molecular cluster, C2H10NS overall. Source: the Open Molecules 2025 dataset; level of theory: ωB97M-V with the def2-TZVPD basis set.

Atoms and positions in Å:
N -2.51386 0.67832 -0.84752
H -3.17044 1.29683 -0.32473
H -2.16228 1.05088 -1.76504
H -2.90809 -0.30812 -0.87642
H -1.69178 0.55685 -0.21044
C 0.82330 1.17466 0.77196
S 0.21139 -0.47175 0.27130
C 1.78408 -1.23201 -0.21650
H 0.56446 1.97457 0.08157
H 0.40301 1.40471 1.75670
H 1.90194 1.09768 0.89869
H 2.21812 -1.64965 0.68662
H 2.39088 -0.49195 -0.72048
H 1.63356 -2.08976 -0.87447

For the HOMO-LUMO gap (alpha / beta), the calculation gives 4.57 / 9.82 eV. As for the spin multiplicity: 2. As for the molecular weight: 80.2 g/mol. Its HOMO energy (alpha / beta) is -3.78 / -9.02 eV.



Which one is most stable, and which one is least stable? x is the most stable of them, while w is the least stable.



w | C20H28N4O3 as an isolated structure. Source: the Open Molecules 2025 dataset; level of theory: ωB97M-V with the def2-TZVPD basis set.

Atoms and positions in Å:
O 0.75744 2.63002 -0.86460
C 1.77231 2.02428 -0.69652
N 2.18158 0.82694 -1.27249
H 3.16041 0.46960 -0.95859
C 1.67127 0.22968 -2.40952
C 0.88196 -0.89171 -1.62996
C -0.33895 -1.16722 -2.42233
N -1.19071 -0.35550 -2.78151
C -1.82450 0.20101 -1.55670
H -1.14792 0.61122 -0.89578
C -2.76104 1.41041 -1.77451
O -3.59159 1.09769 -2.85103
C -2.93950 0.72972 -4.25174
C -2.33865 -0.59875 -3.68211
H -1.70452 -1.02505 -4.70794
H -2.95279 -1.22145 -3.28807
H -3.83125 0.62379 -4.88381
H -2.35159 1.54087 -4.47593
H -3.35509 1.77397 -1.10846
H -2.07200 2.35686 -2.20470
H -2.48091 -0.52794 -1.11055
H -0.06541 -1.69719 -3.23845
H -1.00386 -2.22968 -1.86453
H 1.44895 -1.74311 -1.42412
H 0.53055 -1.04382 -0.63108
H 2.11293 -0.08039 -3.09481
H 0.86333 1.05961 -2.67868
C 2.72098 2.42631 0.55971
H 2.91789 3.75248 0.46363
H 3.75871 2.18934 0.42862
C 2.15844 2.15936 1.91109
N 2.15193 0.76852 2.06185
C 3.09054 0.09466 2.50900
O 4.34042 0.65287 2.46741
C 2.85858 -1.26335 2.88959
C 1.56570 -2.00805 2.14696
C 0.64067 -1.03303 1.82089
N 0.67766 0.55065 2.10867
C -0.80586 -1.34128 1.73616
C -1.09830 -2.60006 1.39186
C -2.49837 -2.80382 0.93804
C -3.46697 -1.94309 1.46518
C -3.06959 -0.76250 1.75667
C -1.75503 -0.32529 1.89410
H -1.52292 0.45677 2.38007
H -4.04045 -0.10489 1.75952
H -4.49004 -2.28621 0.93927
H -2.66585 -3.83958 0.41633
H -0.30808 -3.43347 0.96012
H 2.14396 -2.11265 1.17602
H 1.32684 -2.90656 2.45348
H 2.44963 -1.33216 3.93482
H 3.58706 -2.04116 2.75330
H 2.77285 2.81666 2.60556
H 1.07741 2.81892 1.86522

For the HOMO-LUMO gap, the calculation gives 6.95 eV. As for the spin multiplicity: 1. As for the molecular weight: 372.5 g/mol. Its HOMO energy is -8.12 eV.



x | The molecule C20H28N4O3. Source: the Open Molecules 2025 dataset; level of theory: ωB97M-V with the def2-TZVPD basis set.

Atoms and positions in Å:
C 0.29548 -0.47318 -4.99082
C 1.28990 -1.62876 -4.82140
N 1.72161 -1.89405 -3.46499
C 2.67537 -0.93170 -2.93372
C 4.09114 -1.50556 -2.96370
C 0.66383 -2.27226 -2.55383
C 1.19834 -3.22615 -1.48023
C 0.08688 -3.72430 -0.55328
N -0.48109 -2.63959 0.19900
C -1.69857 -2.16869 0.06375
C -2.18351 -1.05689 0.73011
C -3.56143 -0.67166 0.50108
O -4.34185 -1.24483 -0.23119
N -3.95789 0.45580 1.20471
C -3.20768 1.21570 2.07187
O -3.66941 2.17133 2.64519
N -1.89802 0.80309 2.22984
C -1.08462 1.56446 3.13759
C -0.77048 0.99911 4.36232
C -0.00461 1.71443 5.26149
C 0.41996 2.98926 4.93439
C 0.10723 3.56093 3.70940
C 0.57068 4.95117 3.39405
C -0.64299 2.83433 2.77912
C -0.98510 3.41599 1.44170
C -1.32737 -0.29811 1.61388
O -0.14867 -0.57370 1.81930
H -0.63675 -0.68653 -4.47329
H 0.70523 0.45246 -4.59268
H 0.07842 -0.32650 -6.04552
H 0.83951 -2.54744 -5.21054
H 2.18657 -1.42541 -5.41182
H 2.65808 -0.00172 -3.51437
H 2.41039 -0.67352 -1.90422
H 4.14339 -2.41341 -2.36945
H 4.79998 -0.78255 -2.56762
H 4.37405 -1.75031 -3.98392
H 0.19388 -1.40047 -2.06658
H -0.10683 -2.79210 -3.12870
H 1.95939 -2.72125 -0.88440
H 1.66589 -4.07870 -1.97250
H -0.70597 -4.20144 -1.13524
H 0.49998 -4.45910 0.14579
H 0.12092 -2.09150 0.82422
H -2.38111 -2.68515 -0.60320
H -4.91972 0.75157 1.08307
H -1.12705 0.00829 4.59933
H 0.25007 1.28434 6.21809
H 1.00486 3.55441 5.64588
H -0.27010 5.57633 3.09875
H 1.28865 4.94275 2.57390
H 1.04969 5.39890 4.26083
H -1.86613 4.05185 1.53244
H -0.16475 4.01650 1.05700
H -1.20765 2.63351 0.71913

For the HOMO-LUMO gap, the calculation gives 8.79 eV. As for the spin multiplicity: 1. As for the molecular weight: 372.5 g/mol. Its HOMO energy is -8.37 eV.



Which one is most stable, and which one is least stable? x is the most stable of them, while w is the least stable.



w | C40H42N9O3PbS3Sb as an isolated structure. Source: the Open Molecules 2025 dataset; level of theory: ωB97M-V with the def2-TZVPD basis set.

Atoms and positions in Å:
Pb -1.06099 -0.08513 -0.45049
O -1.98447 -0.04291 -2.57101
C -2.78403 0.85614 -3.04258
C -3.98039 0.45857 -3.69480
C -4.85304 1.37147 -4.24080
C -4.58082 2.74220 -4.19073
C -3.41543 3.15367 -3.57515
C -2.52003 2.25548 -2.98677
C -1.28361 2.79744 -2.44475
N -0.48020 2.19264 -1.65681
N 0.71344 2.87120 -1.46035
C 1.60506 2.14729 -0.82160
O 1.47424 1.01262 -0.27402
C 2.97847 2.77969 -0.80055
C 3.18848 4.11955 -1.12333
C 4.46277 4.66273 -1.07449
C 5.55064 3.87354 -0.71546
C 5.34989 2.53602 -0.40561
C 4.07096 1.99648 -0.44539
H -4.18975 -0.60463 -3.71825
H -5.76698 1.01986 -4.70948
H -5.26706 3.46293 -4.61821
H -3.17582 4.21224 -3.52723
H -0.99279 3.79499 -2.78995
H 2.33084 4.71503 -1.40511
H 4.61136 5.70917 -1.31696
H 6.54654 4.30038 -0.67850
H 6.18989 1.91038 -0.12606
H 3.88731 0.96063 -0.19569
C 4.40377 -4.76184 3.25751
C 3.39089 -4.18209 2.30564
C 3.56311 -4.21187 0.92673
C 2.61670 -3.67879 0.08050
C 1.41599 -3.05043 0.52225
N 0.47881 -2.57893 -0.30815
C 0.69527 -2.39824 -1.64302
C 1.83707 -1.80813 -2.23026
C 1.90562 -1.53980 -3.58269
C 0.84965 -1.82571 -4.44799
C 0.89591 -1.43638 -5.90159
C -0.29467 -2.37111 -3.88969
C -0.36878 -2.65316 -2.53571
N -1.60268 -3.15592 -2.01916
C -2.26895 -4.25739 -2.42054
C -3.45026 -4.29827 -1.71530
C -3.40619 -3.15256 -0.89731
N -2.29055 -2.47599 -1.09216
C 1.24100 -3.06092 1.94698
C 2.21400 -3.61214 2.77082
N 0.07613 -2.51901 2.59786
C -0.12020 -2.42573 3.94363
C -1.34503 -1.84622 4.14912
C -1.83711 -1.60635 2.85592
N -0.97980 -2.01187 1.93448
H 5.35186 -4.94343 2.74733
H 4.07518 -5.71553 3.68457
H 4.60577 -4.08573 4.09277
H 4.45542 -4.66595 0.50374
H 2.77761 -3.74401 -0.98679
H 2.65093 -1.51344 -1.58077
H 2.79495 -1.05597 -3.97591
H 1.92450 -1.39451 -6.26562
H 0.44887 -0.45088 -6.05844
H 0.34691 -2.14707 -6.52326
H -1.17938 -2.53165 -4.49652
H -1.84070 -4.91727 -3.15593
H -4.22212 -5.04637 -1.77438
H -4.12801 -2.78513 -0.18465
H 2.06791 -3.60274 3.84250
H 0.60271 -2.76345 4.66085
H -1.80057 -1.60081 5.09323
H -2.75864 -1.14029 2.53956
S -3.87483 0.28557 0.40039
C -4.00481 1.89820 1.16306
N -4.98865 1.97178 2.22324
C -5.17565 3.35010 2.66155
C -4.91059 4.27742 1.45275
S -4.58723 3.20479 0.02411
H -4.71915 1.35605 2.98144
H -4.49707 3.62433 3.48111
H -6.19730 3.47074 3.03082
H -4.04310 4.91061 1.64156
H -5.76317 4.92010 1.23620
C 1.52850 0.69958 4.90613
Sb 1.30794 0.70990 2.73939
C 3.24092 -0.16419 2.39190
C 1.96035 2.76138 2.64941
H 2.48655 1.13683 5.19605
H 1.46372 -0.32129 5.28325
H 0.71840 1.27989 5.35246
H 4.02593 0.58025 2.53649
H 3.26757 -0.54541 1.37276
H 3.39122 -1.00119 3.07374
H 2.70288 2.93938 3.42927
H 1.11316 3.43214 2.79728
H 2.40037 2.96722 1.67706
O -2.65277 1.59266 4.07241
S -1.96774 2.19219 2.92341
N -2.64288 2.31436 1.59271

For the HOMO-LUMO gap, the calculation gives 5.75 eV. As for the spin multiplicity: 1. As for the molecular weight: 1122.0 g/mol. The total charge is -2. Its HOMO energy is -1.52 eV.



x | C40H42N9O3PbS3Sb as an isolated structure. Source: the Open Molecules 2025 dataset; level of theory: ωB97M-V with the def2-TZVPD basis set.

Atoms and positions in Å:
Pb -0.36270 -0.06760 -0.11310
O -0.82470 -2.60750 0.32110
C -1.79120 -3.13970 0.93810
C -2.23080 -4.44610 0.55770
C -3.30320 -5.07440 1.12880
C -4.00430 -4.46540 2.17040
C -3.56400 -3.24610 2.63710
C -2.48770 -2.56310 2.06240
C -2.03130 -1.37700 2.71810
N -1.26120 -0.47550 2.22240
N -0.82010 0.45970 3.11370
C 0.31320 1.04180 2.81540
O 1.06880 0.80530 1.81970
C 0.71600 2.03510 3.84830
C 2.01010 2.54000 3.89220
C 2.37510 3.44380 4.87270
C 1.44940 3.87130 5.81020
C 0.15280 3.38160 5.76450
C -0.21060 2.47170 4.79320
H -1.68690 -4.91040 -0.25530
H -3.61730 -6.05430 0.77830
H -4.86680 -4.95510 2.60640
H -4.08120 -2.79040 3.47860
H -2.30510 -1.28510 3.77960
H 2.71690 2.21010 3.14760
H 3.38730 3.82470 4.90950
H 1.73730 4.59170 6.56790
H -0.57630 3.71230 6.49500
H -1.21410 2.08250 4.73710
C 3.18500 0.37550 -6.99200
C 2.19280 0.25850 -5.86940
C 0.85210 0.60280 -6.06170
C -0.01860 0.58940 -5.01310
C 0.33910 0.20170 -3.68400
N -0.55650 0.28080 -2.70570
C -1.58100 1.17790 -2.80840
C -1.35680 2.51060 -3.20230
C -2.36150 3.44900 -3.20830
C -3.65750 3.11890 -2.82060
C -4.76670 4.13220 -2.84040
C -3.89550 1.81890 -2.40720
C -2.89080 0.86560 -2.40290
N -3.24020 -0.43530 -1.98440
C -3.72610 -0.77760 -0.77400
C -4.06950 -2.10740 -0.84450
C -3.74040 -2.47920 -2.15110
N -3.25030 -1.45860 -2.83010
C 1.65630 -0.33390 -3.55600
C 2.54880 -0.21190 -4.62250
N 2.14470 -1.02300 -2.42670
C 3.15310 -1.92440 -2.47810
C 3.32600 -2.44070 -1.21330
C 2.36300 -1.79780 -0.44240
N 1.67150 -0.94900 -1.18440
H 3.08350 1.34490 -7.48170
H 3.02150 -0.40180 -7.74520
H 4.20350 0.28140 -6.61890
H 0.51350 0.90640 -7.04540
H -1.04330 0.88860 -5.17780
H -0.35200 2.79560 -3.47730
H -2.13450 4.46270 -3.51490
H -4.43630 5.03700 -3.34730
H -5.05670 4.39500 -1.82250
H -5.65020 3.73720 -3.34780
H -4.88720 1.51900 -2.08910
H -3.77140 -0.07720 0.03480
H -4.48450 -2.71640 -0.06910
H -3.83240 -3.44470 -2.61200
H 3.58390 -0.47790 -4.46180
H 3.66340 -2.18830 -3.38370
H 4.04090 -3.18080 -0.91340
H 2.11950 -1.91270 0.59220
S 3.61580 0.43470 1.65270
C 4.79180 -0.63360 1.33790
N 4.83760 -1.88770 1.85780
C 6.08520 -2.59730 1.81770
C 6.75350 -2.16040 0.51850
S 6.18620 -0.44110 0.23100
H 4.11180 -2.12660 2.51390
H 5.90590 -3.67600 1.82810
H 6.71910 -2.33360 2.68220
H 6.43020 -2.76800 -0.32590
H 7.84040 -2.15800 0.56330
C -2.06380 6.60520 0.57780
Sb -0.98310 4.71390 -0.03180
C -2.19030 3.53850 1.32200
C 0.46080 5.02450 1.54840
H -1.92220 6.83300 1.62980
H -3.12910 6.50090 0.39440
H -1.71110 7.45300 -0.00460
H -2.21580 4.02570 2.29280
H -1.70760 2.57390 1.42240
H -3.20190 3.40110 0.95330
H 0.00920 5.55290 2.38490
H 1.32610 5.57040 1.19260
H 0.77660 4.03860 1.86440
O 1.85550 3.90270 -0.90840
S 1.51800 2.49120 -0.59010
N 0.05890 2.25490 -0.41350

For the HOMO-LUMO gap, the calculation gives 5.15 eV. As for the spin multiplicity: 1. As for the molecular weight: 1122.0 g/mol. The total charge is -2. Its HOMO energy is -1.68 eV.



Which one is most stable, and which one is least stable? w is the most stable of them, while x is the least stable.